{
  "formula": "C52H81INO24",
  "method": "ωB97M-V with the def2-TZVPD basis set",
  "charge": 1,
  "total_energy_ev": -113962.5319,
  "elements": ["I", "O", "O", "O", "O", "O", "O", "O", "O", "O", "O", "O", "O", "O", "O", "O", "O", "O", "O", "O", "O", "O", "O", "O", "O", "N", "C", "C", "C", "C", "C", "C", "C", "C", "C", "C", "C", "C", "C", "C", "C", "C", "C", "C", "C", "C", "C", "C", "C", "C", "C", "C", "C", "C", "C", "C", "C", "C", "C", "C", "C", "C", "C", "C", "C", "C", "C", "C", "C", "C", "C", "C", "C", "C", "C", "C", "C", "C", "H", "H", "H", "H", "H", "H", "H", "H", "H", "H", "H", "H", "H", "H", "H", "H", "H", "H", "H", "H", "H", "H", "H", "H", "H", "H", "H", "H", "H", "H", "H", "H", "H", "H", "H", "H", "H", "H", "H", "H", "H", "H", "H", "H", "H", "H", "H", "H", "H", "H", "H", "H", "H", "H", "H", "H", "H", "H", "H", "H", "H", "H", "H", "H", "H", "H", "H", "H", "H", "H", "H", "H", "H", "H", "H", "H", "H", "H", "H", "H", "H"],
  "positions_angstrom": [[-1.81850, -1.34395, -4.29328], [8.42364, 5.06831, 4.10522], [5.99247, -3.42719, 2.61978], [8.55876, -0.74117, 6.85509], [10.52468, 4.39411, 3.69797], [-4.07384, -1.32328, -13.21966], [3.14415, 1.71379, 2.37325], [-4.17080, -2.40601, -5.83619], [-9.53921, -4.09553, -1.02352], [-5.50094, -1.77657, -11.52744], [-9.46069, -3.97546, -3.23713], [-3.38973, -1.15687, -11.07132], [5.44385, -3.43828, 0.42413], [-8.14169, -5.35121, -7.72354], [8.94660, 4.15302, 2.10146], [6.01330, 3.61466, 6.08046], [6.35183, -0.61511, 6.37176], [-6.07479, -4.51955, -8.07837], [5.20222, 4.82360, 4.35117], [5.46921, -5.36198, 1.60745], [5.33687, 2.19298, 2.08018], [4.19228, 4.89694, 6.37157], [3.77645, 3.48719, 1.12282], [-7.52852, -3.44123, -6.71112], [7.87236, -0.15169, 4.78396], [-5.12932, -1.33378, -1.81194], [-8.91328, -3.69419, -2.20974], [2.45884, -1.02594, -0.93412], [0.32464, 0.49182, -1.35857], [-5.73362, -1.92036, -0.70726], [5.12274, 4.84798, -0.36908], [-5.13076, 2.97575, -0.90903], [1.84954, 0.44110, -0.96465], [6.01043, 3.03984, 1.14474], [1.80140, -1.60705, 1.54091], [-5.11484, -1.71630, 0.70834], [-4.10899, -1.13335, -9.83753], [-7.29821, -0.32340, 1.37573], [-4.09581, 1.87294, -1.40421], [-4.29964, -1.40922, -12.05584], [9.26657, 4.50683, 3.19558], [-6.93606, -2.24402, -3.28820], [-5.27994, -2.02765, -10.14002], [-5.75028, 1.74868, 1.36751], [5.13970, 4.47916, 5.48833], [9.11686, 5.07702, 5.35179], [-8.94286, -3.57604, -6.53979], [5.81850, -4.40559, 3.64519], [5.03302, 4.16085, 0.97379], [11.51753, 4.52083, 5.90553], [6.00079, -5.69304, 2.89290], [-3.88003, -1.62578, -4.94885], [-7.14147, -4.44665, -7.55545], [-3.24130, -1.62186, -8.70022], [3.93942, 4.84411, 8.78309], [-10.52535, -5.39806, -7.28109], [-0.17755, 2.01451, -1.47681], [5.76892, 3.68280, 7.48526], [10.55388, 5.13760, 4.91789], [7.68143, -0.52240, 6.07901], [2.99464, -1.42681, 0.50301], [-9.15204, -5.04771, -6.75697], [5.26300, -6.86441, 3.49920], [-6.96558, -2.70769, -0.80879], [5.64352, -0.04328, 5.26619], [4.31915, 4.07694, 7.53753], [-7.59014, -2.88095, -2.13047], [-6.15870, -1.31853, 1.83599], [4.30581, -0.71853, 5.07076], [-5.03361, -0.78895, -4.28451], [-5.70667, -1.48621, -3.07204], [-6.79902, 0.91015, 0.53011], [6.60363, -0.26440, 4.13520], [-1.56949, 2.25471, -0.74496], [-2.69858, 2.53017, -1.83928], [-5.25031, 3.07791, 0.65949], [4.00582, 2.40035, 1.90480], [5.62012, -4.01841, 1.44939], [-6.16405, -1.77394, -9.55475], [-0.21068, 2.30333, -2.56926], [-4.47045, 1.33614, -2.33020], [5.60812, -7.06519, 4.51482], [8.86312, 4.16192, 5.89515], [3.31158, -1.07185, -1.67450], [-0.29672, 0.03419, -0.53839], [11.47888, 5.03439, 6.86780], [6.10912, 5.28891, -0.52072], [-6.67728, -2.27465, 2.14843], [-4.90340, 1.06828, 1.65832], [11.29638, 3.46205, 6.05920], [-4.26300, -0.79324, -1.68112], [4.42302, -1.80190, 4.98483], [-9.24628, -3.25479, -5.54316], [-5.84146, -0.64409, -5.06173], [-1.88122, 1.37967, -0.11125], [-4.68086, -2.71868, 1.01197], [-11.30478, -5.08926, -6.58242], [6.96696, 3.37785, 1.54436], [-4.24843, -0.99975, 0.72347], [-4.43100, -0.10248, -9.65219], [-5.61109, -0.91161, 2.72631], [-4.81066, 3.97638, -1.31030], [-7.74485, 0.10478, 2.32424], [-8.13852, -0.86040, 0.85527], [-6.28956, 2.07459, 2.30790], [1.76982, -0.70335, 2.22038], [-4.68826, 0.25702, -4.02843], [3.80224, -0.34362, 4.17722], [-6.00197, 3.87901, 0.88165], [-10.70779, -4.92446, -8.24842], [6.43932, 4.43146, 7.91787], [-8.88273, -4.49581, -0.42174], [0.60414, 2.64305, -0.96562], [-4.22247, 3.29277, 1.05463], [-2.79478, 3.64722, -1.91929], [2.88400, 5.12138, 8.75004], [-3.79015, -1.68806, -7.75922], [6.50168, 0.48454, 3.35123], [1.72594, -1.81892, -1.26972], [3.73007, -0.65947, 0.89003], [-10.60614, -6.47483, -7.44067], [-5.06074, -3.09042, -10.01080], [4.81754, -4.28660, 4.07099], [4.50489, 5.77589, 8.85660], [-7.39330, -3.12696, 0.12786], [4.18623, -6.68046, 3.52015], [-3.92961, 1.09166, -0.61179], [-6.11190, 2.73575, -1.41879], [7.06029, -5.93822, 2.76816], [-2.40056, -0.93836, -8.55474], [-7.38713, -2.32366, -4.30776], [6.55844, -4.27472, 4.43504], [-7.69172, 1.59135, 0.37267], [5.41479, -7.76110, 2.89526], [0.78731, -1.71577, 1.06407], [5.50133, 1.02336, 5.46950], [3.66175, -0.54171, 5.93542], [4.11630, 4.25036, 9.68150], [8.82475, 5.93941, 5.95148], [12.53837, 4.57400, 5.52226], [1.96139, -2.51354, 2.18576], [-1.43637, 3.13425, -0.05124], [-6.42143, 0.66038, -0.49631], [-9.44313, -2.95060, -7.28480], [5.95855, 2.71941, 7.95912], [-2.39399, 2.15041, -2.85994], [4.37189, 5.63778, -0.44130], [0.13050, -0.04614, -2.33412], [2.04273, 0.99277, 0.00309], [4.91803, 4.14733, -1.18263], [-2.81312, -2.60007, -8.92947], [3.66298, 3.20909, 7.41386], [6.18828, 2.47068, 0.22700], [5.12129, 4.89406, 1.78035], [2.43859, 1.00600, -1.74977], [6.53150, -1.25951, 3.68838], [3.57053, -2.40640, 0.44749], [10.85900, 6.16250, 4.68278], [-8.93652, -5.62183, -5.84982]],
  "atomic_forces_ev_per_a": [[-1.030, 0.014, -0.036], [0.322, -0.256, -0.443], [-0.187, -0.181, -0.383], [-0.254, 0.092, -0.156], [-0.644, 0.122, -0.320], [-0.072, -0.001, 0.347], [0.238, 0.076, -0.051], [0.982, 1.775, 2.532], [1.750, 0.392, -0.869], [0.379, 0.155, -0.118], [0.828, 0.786, 0.279], [-0.481, -0.039, -0.313], [0.260, -0.251, 0.377], [0.530, 0.554, 0.239], [0.040, 0.160, 0.296], [-0.215, 0.271, -0.208], [0.633, 0.105, -0.063], [-0.303, 0.209, 0.283], [-0.064, -0.154, 0.247], [0.121, 0.667, -0.031], [-0.781, -0.132, -0.038], [0.469, -0.305, -0.385], [-0.020, -0.716, 0.520], [0.156, -0.182, -0.164], [-0.065, -0.176, 0.631], [-2.622, -1.989, -0.073], [-0.869, -0.669, 0.081], [0.618, 0.010, 0.461], [0.016, 1.016, 0.344], [-0.736, -0.322, 0.748], [-0.468, 0.043, -0.170], [-0.104, -0.613, -0.389], [0.184, -0.302, -0.789], [0.844, 0.087, 0.117], [0.385, 0.535, 0.346], [0.304, -0.410, 0.114], [0.361, -0.214, 0.845], [0.216, 0.539, 0.333], [0.502, 0.954, -0.801], [0.103, 0.018, -0.581], [0.001, -0.134, -0.209], [0.636, 0.029, 2.272], [-0.408, -0.137, 0.141], [-0.544, 0.015, -0.300], [-0.074, 0.201, -0.463], [-0.336, 0.288, 0.338], [-0.188, 0.385, 0.335], [0.289, 0.233, 0.480], [0.362, 0.814, -0.705], [0.307, -0.257, -0.243], [-0.245, -0.802, 0.538], [-1.299, -1.614, -1.838], [0.381, -0.382, -0.424], [0.484, 0.199, -0.096], [-0.286, 0.331, -0.124], [0.040, -0.312, -0.315], [0.438, -0.738, 0.650], [0.253, -0.456, 0.228], [0.649, -0.134, 0.801], [0.356, -0.060, 0.151], [-0.317, -0.737, -0.155], [-0.993, -0.257, -0.062], [-0.182, -0.244, -0.340], [1.120, 1.158, -2.625], [-0.947, -0.189, -0.298], [-0.270, 0.279, 0.905], [1.955, 1.109, 1.446], [-0.834, -0.470, -0.582], [-0.164, -0.151, 0.345], [-0.466, 0.792, 0.224], [-0.860, -0.438, -0.658], [-0.470, 0.717, 0.769], [0.060, 0.284, -0.678], [0.331, 0.384, -1.185], [-0.077, -0.270, 1.067], [-0.158, -0.914, -0.643], [-0.164, 0.056, 0.061], [-0.038, 0.077, -0.530], [-0.041, -0.006, -0.191], [-0.072, -0.105, 1.256], [0.011, 0.661, 1.058], [0.051, 0.054, -0.061], [0.161, -0.023, -0.030], [-0.831, -0.007, 0.823], [0.679, 0.045, -0.847], [-0.035, 0.043, -0.079], [-0.026, -0.043, 0.105], [0.635, 1.044, -0.024], [-0.608, 0.810, -0.215], [-0.141, 0.092, 0.014], [-0.476, -0.145, -0.169], [0.121, 0.069, -0.097], [0.172, -0.024, -0.058], [1.004, -0.431, 0.699], [0.529, 0.681, -0.600], [-0.355, 1.052, -0.424], [0.096, -0.008, 0.032], [-0.154, -0.153, 0.108], [-0.876, -0.550, -0.441], [-0.071, -0.031, -0.078], [-0.407, -0.468, -0.938], [-0.300, -0.988, 0.373], [0.369, -0.535, -1.030], [0.871, 0.438, 0.385], [0.770, -0.553, -0.820], [-0.142, -0.980, -0.673], [-0.153, -1.277, -0.026], [0.095, 0.080, 0.025], [0.980, -0.486, -0.015], [0.059, 0.106, 0.110], [-0.157, 0.061, 0.057], [-0.412, 0.308, -0.110], [-0.724, -0.518, -0.635], [-1.067, 0.272, -0.169], [-0.146, -1.093, -0.146], [0.042, -0.111, 0.052], [-0.049, 0.007, -0.424], [0.163, -0.006, 0.101], [0.525, 0.928, 0.362], [-0.864, -0.720, -0.456], [-0.027, 0.060, 0.114], [0.098, 0.093, 0.129], [-0.010, -0.173, -0.054], [0.101, -0.130, -0.030], [0.449, 0.498, -0.944], [0.082, 0.134, 0.065], [-0.084, 0.707, -0.558], [0.780, 0.446, 0.887], [-0.015, 0.125, 0.011], [-0.059, 0.011, 0.005], [0.665, 0.077, 1.028], [0.009, 0.170, -0.134], [0.888, -0.809, -0.008], [0.084, 0.033, 0.100], [1.024, 0.099, 0.244], [0.119, -0.006, -0.077], [-0.004, 0.068, -0.087], [-0.001, -0.039, -0.087], [-0.122, 0.002, -0.190], [-0.053, 0.097, 0.076], [-0.119, 0.834, -0.553], [-0.440, -0.855, -0.716], [-0.221, 0.005, 0.947], [-0.050, -0.171, -0.056], [0.073, -0.007, -0.205], [-0.188, 0.260, 1.217], [0.122, 0.033, 0.052], [0.297, 0.390, 1.108], [-0.416, -0.719, -0.877], [0.128, -0.063, 0.089], [-0.185, -0.011, 0.010], [0.107, -0.025, -0.063], [-0.140, 0.084, -0.046], [0.011, -0.165, 0.060], [-0.757, -0.396, 0.777], [-0.147, 0.013, 0.097], [-0.841, 1.414, -0.157], [-0.118, -0.013, -0.029], [0.063, 0.112, 0.009]]
}